Record 1
66
Properties=species:S:1:pos:R:3 method="wB97M-V/def2-TZVPD" orbital_gap_ev=7.356
C -2.1044 -4.6956 2.2706
H -2.9653 -4.0446 2.7111
O -0.9411 -4.2340 2.1882
C -0.8108 -2.9447 1.4049
C 0.2588 -2.1395 1.4861
C 0.6957 -0.9527 0.8762
C -0.2072 -0.3296 0.1246
C -1.5786 -1.2711 -0.2374
C -1.7583 -2.4582 0.4026
H -2.6890 -2.9324 0.3811
H -2.1381 -0.9982 -0.8890
C -0.1332 0.7699 -0.7564
N -1.4609 1.8395 -0.5105
C -1.9854 1.7456 0.6370
O -3.1610 2.4953 0.5919
C -1.4693 1.1560 1.8365
C -2.3486 0.2386 2.5655
N -3.4402 -0.3435 2.0997
H -4.1593 0.0265 1.5397
H -3.8120 -1.0544 2.7724
C -1.6066 -0.3881 3.4877
N -0.1875 0.2019 3.7562
S -0.0428 1.2788 2.6813
C -1.8021 -1.5095 4.4598
O -3.1807 -2.3018 4.0686
N -1.1563 -1.8987 5.4486
H -1.3835 -2.4557 6.0529
H -0.2406 -1.4977 5.4421
C -1.4179 2.7372 -1.5661
H -2.3454 3.3062 -1.1760
H -1.8196 2.0142 -2.5336
C -0.3811 3.5180 -1.9361
N 0.4118 3.8375 -0.5892
C -0.4153 4.9625 0.1608
H -1.3427 4.5069 0.4021
H -0.4227 5.6015 -0.3628
H 0.0231 4.9942 1.0132
C 1.9520 4.4061 -0.7375
H 2.3358 3.5859 -1.4344
H 1.9100 5.2451 -1.5484
H 2.2907 4.6461 0.2365
H 0.7022 2.9523 -2.4361
H -0.5305 4.4663 -2.4923
H 0.7293 1.5008 -0.1540
C 0.2064 0.3797 -2.1734
O -0.7325 0.2879 -2.7899
N 1.4557 0.1791 -2.0700
H 2.0032 0.1736 -1.2067
C 1.9263 -0.7557 -3.3833
H 1.5001 -0.3509 -4.2687
C 1.9041 -2.2144 -3.0786
C 3.1160 -2.4685 -2.1882
H 3.3882 -3.5670 -2.2195
C 4.2139 -1.2820 -2.4438
H 4.5845 -0.7870 -1.5187
H 5.2361 -1.8738 -2.9315
C 3.4142 -0.3281 -3.5725
H 3.8264 -0.5704 -4.5961
H 3.7738 0.5655 -3.3208
H 3.0342 -2.2915 -0.8354
H 0.8750 -2.4226 -2.5743
H 2.0824 -2.6778 -3.9149
H 1.5123 -0.5623 1.0326
H 1.3569 -2.5777 2.1074
H -2.5041 -4.9677 1.2742
H -2.0442 -5.4712 2.9340

=====

Record 2
69
Properties=species:S:1:pos:R:3 method="wB97M-V/def2-TZVPD" spin_multiplicity=4 relative_energy_kcal_mol=26.8 s_squared=3.76 orbital_gap_ev="7.913 / 8.418"
V 1.1831 0.0778 1.3648
N -0.8570 -0.4855 4.5797
N 0.4665 -0.0179 4.5894
C 0.9840 0.5872 3.4637
O 2.2125 0.4424 3.2162
O 0.2222 1.2359 2.6577
H -1.1730 -0.5483 5.5387
H -0.8890 -1.4101 4.1617
H 1.1479 -0.6403 4.9988
C -4.7951 -0.5324 2.8005
Sb -3.1759 0.3853 1.7293
C -3.0444 2.1023 2.9906
C -4.4385 1.4076 0.2894
C -3.8128 2.6553 -0.2450
C -4.3305 3.8903 0.1509
C -3.8496 5.0842 -0.3563
C -2.8390 5.0635 -1.3071
C -2.3045 3.8483 -1.6969
C -2.7429 2.6403 -1.1545
C -2.0695 1.3778 -1.5911
Sb -0.0702 1.0007 -0.8328
C 0.6393 3.0124 -0.7528
C 0.6711 0.3847 -2.7333
H -5.6707 0.1164 2.7609
H -4.4971 -0.6569 3.8423
H -5.0473 -1.5089 2.3905
H -4.0500 2.4546 3.2266
H -2.4932 2.8936 2.4846
H -2.5126 1.8344 3.8992
H -5.3739 1.6484 0.7988
H -4.6710 0.6983 -0.5065
H -5.1486 3.9033 0.8620
H -4.2788 6.0225 -0.0294
H -2.4687 5.9842 -1.7384
H -1.5087 3.8330 -2.4339
H -1.8834 1.4062 -2.6671
H -2.6613 0.4877 -1.3885
H 0.8500 3.3882 -1.7541
H 1.5574 3.0291 -0.1676
H -0.1156 3.6351 -0.2760
H 0.9610 1.2625 -3.3102
H -0.1257 -0.1426 -3.2574
H 1.5289 -0.2752 -2.6216
N 1.7524 -6.6276 -2.9889
C 1.9281 -5.6184 -2.0625
C 3.2093 -5.3003 -1.5979
C 3.3926 -4.2659 -0.7037
C 2.2973 -3.5339 -0.2626
C 1.0195 -3.8424 -0.7083
C 0.8355 -4.8754 -1.6052
S 2.5448 -2.2275 0.8646
O 3.7155 -2.5116 1.6359
O 1.2570 -2.0487 1.5936
N 2.5620 -0.8124 0.1116
C 3.6028 -0.3753 -0.6577
N 4.5493 -1.2275 -1.0612
C 5.5019 -0.7158 -1.8307
C 5.5271 0.6137 -2.2168
C 4.4825 1.4018 -1.7565
N 3.5156 0.9302 -0.9820
H 2.4913 -7.3043 -3.0686
H 0.8297 -7.0159 -3.0762
H 4.0619 -5.8711 -1.9452
H 4.3796 -4.0144 -0.3411
H 0.1688 -3.2791 -0.3457
H -0.1608 -5.1166 -1.9560
H 6.2777 -1.4024 -2.1547
H 6.3130 1.0120 -2.8405
H 4.4205 2.4530 -2.0193

=====

Record 3
57
Properties=species:S:1:pos:R:3 method="wB97M-V/def2-TZVPD" relative_energy_kcal_mol=23.3 total_charge=+1 orbital_gap_ev="6.527 / 4.816"
C 1.5998 -2.0541 0.9465
C 2.0634 -1.3391 -0.1989
C 1.0881 -1.4922 -1.2346
C 0.0294 -2.2934 -0.7200
C 0.3435 -2.6272 0.6276
Sn 0.4538 0.9776 0.7030
C -3.9291 1.4303 -0.7430
C -3.5069 1.1930 0.5947
H -3.6087 2.0261 1.3122
C -2.7284 0.1515 0.9930
H -2.3985 -0.6413 0.3331
H -2.3067 0.1920 1.9989
C -4.0426 2.8690 -1.1059
H -3.3872 3.4196 -0.3852
H -3.5805 2.9961 -2.1146
H -5.0434 3.3259 -1.0784
C -3.4827 0.5286 -1.8393
H -2.4241 0.2466 -1.5925
H -4.0444 -0.4014 -2.0243
H -3.4327 1.1160 -2.7804
C 3.3906 -0.7063 -0.3311
H 3.6293 -0.0795 0.5385
H 4.1810 -1.4748 -0.4091
H 3.4543 -0.0890 -1.2334
C 1.2359 -0.9915 -2.6163
H 1.5174 0.0716 -2.6314
H 2.0179 -1.5521 -3.1583
H 0.3003 -1.1062 -3.1774
C -1.1610 -2.7691 -1.4555
H -1.1758 -2.3798 -2.4791
H -1.1735 -3.8697 -1.5157
H -2.0922 -2.4625 -0.9558
C -0.4669 -3.4522 1.5446
H -1.4324 -3.7051 1.0927
H 0.0425 -4.3956 1.7963
H -0.6545 -2.9195 2.4881
C 2.3342 -2.2493 2.2108
H 1.6730 -2.1075 3.0765
H 2.7481 -3.2704 2.2730
H 3.1745 -1.5504 2.2955
C 1.7285 2.4263 -0.4998
C 0.6963 3.2625 -1.2491
C 3.0506 2.6200 -0.9077
C 0.7875 2.8034 -2.5839
H -0.1610 3.9436 -1.0839
C 3.2440 2.6689 -2.3212
H 3.8556 2.6918 -0.1304
C 2.0827 2.5675 -3.1247
H -0.1377 2.6790 -3.1845
H 4.2381 2.7978 -2.8062
H 2.1705 2.4015 -4.2060
C -0.1618 0.0218 5.9849
C -0.0883 0.1757 4.5444
N 0.0050 0.3844 3.3924
H -1.0385 0.5361 6.3880
H 0.7180 0.4814 6.4428
H -0.1945 -1.0263 6.3000

=====

Record 4
71
Properties=species:S:1:pos:R:3 method="wB97M-V/def2-TZVPD" relative_energy_kcal_mol=1.4 total_charge=+1 orbital_gap_ev="6.233 / 6.391"
Tc -0.0236 0.1041 0.2738
C -0.5076 2.4262 0.2267
C -1.6790 1.7806 0.6665
C -1.2998 0.9830 1.8446
C 0.0886 1.2692 2.0889
C 0.5364 2.2463 1.1530
C 1.7040 3.2004 1.3137
C 2.4057 3.5423 0.0009
C 1.0047 4.4807 1.8330
C 2.7127 2.7728 2.3761
C -2.1106 0.3522 2.9910
C -2.2748 1.4653 4.0476
C -1.3418 -0.7953 3.6583
C -3.4902 -0.1956 2.6246
C -3.0415 2.2571 0.1011
C -4.0465 1.2219 -0.4108
C -3.6878 3.0932 1.2243
C -2.8119 3.2388 -1.0620
H -0.4486 3.0645 -0.6381
H 0.6307 0.9708 2.9705
H 1.7032 3.8672 -0.7683
H 2.9777 2.7040 -0.3867
H 3.1027 4.3635 0.1725
H 0.3079 4.8834 1.0970
H 1.7610 5.2395 2.0365
H 0.4594 4.2890 2.7594
H 3.2893 1.8995 2.0868
H 2.2315 2.5806 3.3369
H 3.4207 3.5877 2.5316
H -1.3038 1.8208 4.3966
H -2.8149 1.0714 4.9098
H -2.8303 2.3173 3.6643
H -0.3850 -0.4863 4.0793
H -1.1716 -1.6208 2.9681
H -1.9406 -1.1824 4.4827
H -4.1732 0.5687 2.2684
H -3.9351 -0.6303 3.5202
H -3.4385 -0.9879 1.8763
H -4.2629 0.4158 0.2857
H -3.7251 0.7941 -1.3600
H -4.9846 1.7479 -0.5952
H -4.1172 2.4896 2.0174
H -4.4952 3.6843 0.7903
H -2.9718 3.7888 1.6678
H -2.2716 2.7858 -1.8904
H -2.2901 4.1422 -0.7397
H -3.7874 3.5516 -1.4335
O -2.1504 -6.3867 -0.2210
C -1.8036 -5.2654 -0.0905
S -0.2558 -4.7964 0.6904
C -0.4568 -3.0959 0.4679
C -1.6536 -2.6543 -0.1983
S -1.9783 -1.0504 -0.3413
S -2.7386 -3.8701 -0.7467
S 0.5567 -1.9497 1.0533
N 2.7394 0.3960 -1.0913
C 4.0467 0.1376 -1.0175
C 4.3190 -0.2747 0.2725
C 3.0870 -0.2465 0.9180
N 2.1302 0.1708 0.0864
H 2.1902 0.6721 -1.9045
H 4.6804 0.2650 -1.8788
H 5.2707 -0.5588 0.6836
H 2.8492 -0.4949 1.9390
F 0.4084 -0.5960 -1.7622
As -0.1117 -0.0091 -3.4522
F 1.0200 1.3015 -3.1402
F 1.1686 -0.9649 -4.0607
F -0.5417 0.5978 -4.9733
F -1.1910 -1.3474 -3.4960
F -1.3252 0.9205 -2.6345

=====

Record 5
68
Properties=species:S:1:pos:R:3 method="wB97M-V/def2-TZVPD" smiles="O=P(O)(O)B(Br)CCCI.c1cc[nH]c1.c1cc[nH]c1.c1cc[nH]c1.c1cc[nH]c1.c1cc[nH]c1" relative_energy_kcal_mol=0.0 orbital_gap_ev=7.531
O -2.8327 -0.4519 4.0568
P -2.6959 -0.3260 2.5938
O -1.3213 -0.8480 1.9603
O -2.7611 1.1890 2.0799
B -3.9976 -1.2993 1.5424
Br -4.1474 -3.1029 2.0939
C -4.8567 -0.7104 0.3974
C -5.9945 0.1792 0.9592
C -7.0009 -0.6478 1.7500
I -8.9336 0.2357 1.7664
H -0.8222 -1.3822 2.6261
H -2.7583 1.7826 2.8526
H -5.2878 -1.5079 -0.2121
H -4.2373 -0.0867 -0.2539
H -6.4769 0.6901 0.1280
H -5.5824 0.9590 1.6032
H -7.1307 -1.6418 1.3298
H -6.7338 -0.7539 2.7986
C 0.4528 2.0394 2.9260
C -0.0327 3.2723 2.4078
C 0.8838 4.2379 2.7287
N 1.9005 3.6368 3.4179
C 1.6472 2.2991 3.5437
H -0.0196 1.0760 2.8478
H -0.9456 3.4271 1.8566
H 0.8998 5.2936 2.5193
H 2.7149 4.1050 3.7698
H 2.3425 1.6454 4.0419
C 3.2960 0.0806 -0.9201
C 3.8905 -0.3426 0.3005
C 2.8683 -0.6270 1.1685
N 1.6894 -0.3953 0.5192
C 1.9368 0.0384 -0.7512
H 3.8106 0.3742 -1.8203
H 4.9429 -0.4302 0.5132
H 2.8769 -0.9785 2.1857
H 0.7739 -0.5114 0.9190
H 1.1327 0.2765 -1.4269
C 4.3256 2.2064 -6.3765
C 3.9085 0.8634 -6.1572
C 3.6448 0.7311 -4.8195
N 3.8846 1.9387 -4.2264
C 4.3002 2.8436 -5.1647
H 4.6138 2.6509 -7.3145
H 3.8161 0.0828 -6.8942
H 3.3019 -0.1142 -4.2469
H 3.7705 2.1314 -3.2472
H 4.5400 3.8573 -4.8941
C 0.5187 -3.5580 4.1340
C 1.8439 -3.1801 4.4852
C 1.7475 -2.0783 5.2958
N 0.4247 -1.7759 5.4427
C -0.3385 -2.6778 4.7527
H 0.2256 -4.3857 3.5089
H 2.7586 -3.6595 4.1781
H 2.5108 -1.4893 5.7759
H 0.0518 -1.0100 5.9766
H -1.4098 -2.6031 4.7712
C -0.2623 -1.1421 -4.3896
C -0.7525 -2.1592 -5.2561
C -0.4677 -1.7737 -6.5386
N 0.1745 -0.5670 -6.4789
C 0.3021 -0.1738 -5.1771
H -0.3122 -1.1310 -3.3134
H -1.2509 -3.0701 -4.9693
H -0.6622 -2.2563 -7.4808
H 0.5102 -0.0458 -7.2679
H 0.7913 0.7516 -4.9275

=====

Record 6
80
Properties=species:S:1:pos:R:3 method="wB97M-V/def2-TZVPD" smiles="[H]/N=C/Cc1c(ON=O)c(B(N)O)c2nc(NCCC)c(P(C)CC)nc2c1[C@H](F)CC.ClC(Cl)Cl.ClC(Cl)Cl.ClC(Cl)Cl.ClC(Cl)Cl" orbital_gap_ev=7.083
H -5.9704 -0.7999 2.0414
N -5.2496 -0.5794 1.3240
C -5.8468 -0.2576 0.1859
C -5.0264 0.1517 -1.1395
C -3.5307 -0.4013 -0.9412
C -3.3119 -1.9292 -1.3089
O -4.3699 -2.7940 -1.7569
N -4.9535 -3.4611 -0.7244
O -6.0895 -3.7165 -1.0157
C -1.8828 -2.4885 -1.1311
B -1.6934 -4.0889 -1.4832
N -1.1608 -4.6025 -2.7753
O -2.1233 -5.0518 -0.4687
C -0.6419 -1.6119 -0.6562
N 0.6149 -2.3108 -0.5898
C 1.6084 -1.3628 -0.1864
N 2.9793 -1.9382 -0.0701
C 3.0199 -2.9448 1.0392
C 2.0591 -2.5503 2.3016
C 2.6131 -3.4554 3.5487
C 1.4080 0.1454 0.1625
P 2.8102 1.3405 0.6955
C 4.1865 1.3701 -0.6500
C 2.1587 3.1470 0.6643
C 2.1425 3.6909 -0.8572
N 0.1145 0.7556 0.1152
C -0.9293 -0.1323 -0.3184
C -2.3859 0.5033 -0.4295
C -2.5471 2.0435 -0.0037
F -3.8604 2.4067 0.4604
C -1.9427 3.0758 -1.1116
C -1.3604 4.3270 -0.2351
H -6.9917 -0.2805 0.1693
H -5.0904 1.2591 -1.4025
H -5.4839 -0.4728 -1.9937
H -1.2323 -5.6305 -2.8478
H -0.2058 -4.2701 -2.9754
H -2.1559 -5.9310 -0.9184
H 3.6857 -1.1998 0.0217
H 4.0923 -2.9262 1.4648
H 2.7972 -4.0122 0.6660
H 0.9542 -2.7985 2.0875
H 2.1701 -1.4454 2.5705
H 3.0640 -2.7838 4.3713
H 1.8015 -4.1583 3.9575
H 3.4913 -4.1258 3.1949
H 3.7773 1.1339 -1.7008
H 4.7233 2.3918 -0.6124
H 4.9183 0.5318 -0.3364
H 1.1708 3.2761 1.2179
H 2.9629 3.7627 1.2266
H 1.4483 4.5915 -0.9930
H 3.1911 4.0403 -1.2014
H 1.8716 2.7956 -1.5274
H -1.8441 2.1730 0.9097
H -1.0388 2.6088 -1.6650
H -2.7392 3.4925 -1.8141
H -0.7031 5.0313 -0.8528
H -2.2622 4.8447 0.2527
H -0.6979 3.9620 0.6411
Cl -4.5506 2.6875 5.0737
C -3.4305 2.2002 3.7928
Cl -2.0990 3.3595 3.6561
Cl -2.8071 0.5730 4.0970
H -3.9732 2.1885 2.8482
Cl 1.1898 2.5137 3.6668
C 1.3103 2.6677 5.4251
Cl 1.6044 1.0893 6.1685
Cl 2.5896 3.8096 5.8631
H 0.3636 3.0526 5.8009
Cl 5.2897 -1.0834 -4.9971
C 5.3207 -1.8582 -3.4059
Cl 6.4519 -1.0223 -2.3303
Cl 3.6997 -1.8919 -2.6989
H 5.6616 -2.8845 -3.5305
Cl 0.8875 -0.3642 -3.7519
C 1.2739 0.4704 -5.2631
Cl 2.0323 2.0353 -4.9323
Cl 2.3266 -0.5302 -6.2745
H 0.3459 0.6467 -5.8040

=====

Record 7
70
Properties=species:S:1:pos:R:3 method="wB97M-V/def2-TZVPD" relative_energy_kcal_mol=89.6 total_charge=+2 orbital_gap_ev="6.485 / 6.158"
Rh 1.1740 -3.3069 -1.2359
C -5.6723 -0.5170 -0.9357
C -4.8437 -0.0004 -2.1100
N -3.4277 -0.2892 -1.9434
C -2.9690 -1.4358 -2.4598
C -1.6678 -1.8538 -2.4071
C -1.3727 -3.2760 -2.9610
O -2.2795 -3.8024 -3.5619
O -0.2213 -3.7301 -2.7089
C -0.6735 -1.0099 -1.8345
O 0.5629 -1.2263 -1.7863
C -1.2002 0.2067 -1.2357
C -0.3022 1.0517 -0.5844
C -0.7271 2.1895 0.0381
F 0.2150 2.9373 0.6484
C -2.0853 2.5750 0.0357
C -2.9744 1.7225 -0.6180
C -2.5672 0.5489 -1.2692
N -2.5465 3.7212 0.6750
C -1.6594 4.4459 1.5801
C -2.4332 5.5771 2.2599
N -3.8461 5.1513 2.4053
C -4.5133 5.0862 1.0729
C -3.4985 4.5994 0.0253
H -6.7172 -0.2625 -1.0968
H -5.3495 -0.0813 0.0082
H -5.5917 -1.6003 -0.8632
H -4.9723 1.0745 -2.2463
H -5.1812 -0.4972 -3.0218
H -3.6856 -2.0784 -2.9557
H 0.7449 0.7973 -0.5940
H -4.0181 1.9865 -0.6028
H -0.7872 4.8793 1.0742
H -1.2994 3.7344 2.3291
H -2.4036 6.4915 1.6657
H -1.9901 5.7893 3.2335
H -4.3597 5.7821 3.0297
H -3.8495 4.2149 2.8312
H -4.8802 6.0754 0.7993
H -5.3650 4.4107 1.1456
H -2.9750 5.4521 -0.4265
H -4.0175 4.0840 -0.7807
S -0.2187 -3.2040 0.6815
C 0.6595 -4.5043 1.2088
N 1.2480 -5.3827 1.6681
C 6.8825 -1.0135 -0.8222
C 5.4817 -1.1933 -1.3910
O 4.8320 -2.2013 -0.6089
P 3.3309 -2.7201 -0.4351
O 2.9572 -2.1607 1.0342
C 2.4659 -0.8457 1.2797
C 3.0778 -0.3166 2.5667
O 3.4915 -4.2558 -0.1469
C 4.2532 -4.8862 0.9173
C 5.7090 -5.0711 0.5381
H 7.4192 -0.2748 -1.4104
H 7.4321 -1.9496 -0.8604
H 6.8413 -0.6771 0.2105
H 5.5342 -1.5296 -2.4299
H 4.9277 -0.2512 -1.3437
H 1.3730 -0.9116 1.3702
H 2.7075 -0.1868 0.4408
H 2.8427 -0.9793 3.3949
H 2.6865 0.6741 2.7844
H 4.1588 -0.2569 2.4730
H 3.7634 -5.8523 1.0645
H 4.1591 -4.2837 1.8219
H 5.8034 -5.6493 -0.3778
H 6.1978 -5.6197 1.3412
H 6.2098 -4.1141 0.4127